222
Properties=species:S:1:pos:R:3:forces:R:3 method="wB97M-V/def2-TZVPD" relative_energy_kcal_mol=0.0 charge=+5 gap_ev=8.1 homo_ev=-16.68
C -11.94134 7.95773 17.04403 0.2 -0.2 0.1
C -13.30774 7.58016 16.49308 -0.3 -0.3 1.2
N -14.26198 7.23491 17.66138 -0.1 0.2 0.5
C -15.63905 6.92037 17.09943 1.2 0.2 -0.7
C -13.70262 5.98141 18.40697 -0.9 0.1 -0.1
C -14.73361 5.31997 19.33005 -0.2 0.3 -0.3
C -14.48834 8.35581 18.69161 -0.2 0.7 -0.3
C -14.88981 9.76448 18.14870 0.1 -1.7 -0.4
O -16.22212 9.63319 17.71271 0.1 0.8 -0.1
C -16.81668 10.88374 17.42001 -0.8 0.4 0.2
H -11.34609 7.07729 17.28181 0.0 0.0 -0.1
H -12.03135 8.51486 17.97703 0.0 0.2 -0.1
H -11.35872 8.56991 16.35840 -0.1 -0.1 -0.2
H -13.30641 6.63987 15.94572 0.2 0.2 -0.4
H -13.76979 8.36231 15.89528 -0.1 0.0 0.1
H -15.92333 7.79518 16.52589 -0.4 0.1 0.3
H -16.28391 6.70609 17.94143 -0.3 0.0 -0.3
H -15.54850 6.12070 16.36524 0.0 -0.4 0.4
H -12.79560 6.22890 18.95274 -0.1 0.4 -0.1
H -13.43783 5.28398 17.61367 0.1 0.0 0.0
H -14.22436 4.61933 19.98826 0.0 -0.1 -0.1
H -15.50050 4.81397 18.74591 0.2 -0.3 0.1
H -15.29092 6.01304 19.96227 0.3 0.1 0.1
H -13.62190 8.46862 19.33928 0.1 -0.3 -0.1
H -15.34732 8.01089 19.26047 0.2 0.0 0.3
H -14.20934 10.01034 17.32506 -0.1 0.4 0.0
H -14.83323 10.53932 18.91843 0.3 -0.2 0.2
H -16.28547 11.48613 16.67784 0.1 -0.3 -0.2
H -16.94568 11.52802 18.29829 0.4 -0.2 0.3
H -17.83553 10.68434 17.08969 0.2 -0.1 -0.3
C -22.65255 17.47705 19.52619 -0.4 0.2 0.1
C -22.40505 16.01538 19.87632 1.0 0.2 0.0
N -20.93014 15.61366 19.88150 -0.2 0.0 -0.3
C -20.86142 14.13039 20.16417 -0.3 0.0 -0.5
C -20.30062 15.85144 18.50259 0.7 -0.2 -0.2
C -21.15398 15.40074 17.32395 0.2 0.3 -0.5
C -20.19796 16.45548 20.90949 0.8 -1.6 0.5
C -20.72410 16.40824 22.34416 -1.1 0.5 0.4
O -20.93834 15.10890 22.87440 -0.4 0.2 -0.6
C -21.47888 15.23139 24.18541 1.0 0.5 0.7
H -22.25960 17.83790 18.57495 0.2 -0.5 -0.1
H -22.31556 18.19946 20.26932 -0.1 -0.2 0.2
H -23.73056 17.60694 19.41930 0.0 0.0 0.2
H -22.88201 15.35879 19.15328 -0.1 0.0 0.2
H -22.65782 15.74410 20.90006 -0.8 0.2 -0.2
H -21.41798 13.64521 19.36254 0.2 0.0 -0.1
H -21.34833 13.84052 21.09013 0.2 0.4 0.2
H -19.82255 13.81415 20.12882 0.0 0.1 0.1
H -19.34034 15.33515 18.43008 -0.1 -0.4 0.6
H -19.93933 16.87967 18.45954 -0.7 0.2 -0.1
H -20.57575 15.51431 16.40408 0.2 0.3 0.2
H -22.04662 16.00012 17.15547 -0.1 -0.2 0.2
H -21.37556 14.33347 17.29580 -0.2 0.0 0.4
H -20.15959 17.46123 20.50217 0.1 0.1 0.3
H -19.20344 16.00734 20.98164 0.2 0.3 -0.5
H -21.65898 16.97489 22.43080 -0.1 0.0 -0.1
H -20.05596 16.93410 23.03538 0.5 0.2 -0.4
H -21.82660 14.27113 24.55496 -0.1 0.0 -0.3
H -22.22628 16.02055 24.29575 -0.4 -0.3 -0.4
H -20.66922 15.57841 24.83901 0.0 -0.2 0.2
C -17.94227 20.10364 20.46901 -1.1 1.1 -0.2
C -17.51616 19.16630 21.58336 -0.1 0.3 -0.2
N -16.16114 19.43172 22.19379 0.3 -0.1 0.5
C -16.06329 20.91253 22.50017 -0.2 0.1 -0.4
C -16.04853 18.73938 23.55221 0.6 -0.6 -0.7
C -15.97268 17.19397 23.49703 -0.5 0.5 1.0
C -15.07683 18.94504 21.24500 -0.6 0.0 -0.7
C -13.67251 18.79301 21.79090 -0.2 1.1 -0.2
O -13.30598 20.01967 22.36618 0.6 0.2 0.0
C -12.26664 19.89716 23.34734 -0.9 0.0 0.2
H -18.83965 19.68201 20.00993 0.3 -0.4 -0.3
H -17.27093 20.46176 19.68977 0.4 -0.8 0.0
H -18.38442 21.03294 20.84188 0.4 0.0 0.5
H -17.55748 18.13176 21.24518 0.3 -0.1 0.2
H -18.25564 19.31979 22.37069 0.2 -0.2 0.2
H -16.91450 21.15290 23.13470 0.1 0.0 0.1
H -16.14616 21.50190 21.59008 0.0 -0.2 -0.1
H -15.11274 21.14632 22.96429 -0.1 -0.2 0.1
H -16.85842 19.15137 24.15011 -0.1 -0.4 0.1
H -15.12309 19.11763 23.98343 0.0 0.1 -0.1
H -15.22441 16.77769 22.82962 -0.2 0.2 -0.3
H -16.93097 16.69838 23.35612 0.0 0.2 -0.4
H -15.67740 16.87760 24.50119 0.1 0.1 0.1
H -15.10893 19.62893 20.39574 0.3 0.3 0.2
H -15.39668 18.01512 20.77272 -0.1 -0.2 0.5
H -13.05570 18.64217 20.89722 0.1 -0.5 0.1
H -13.54496 17.98268 22.51354 -0.1 -0.1 -0.1
H -11.86758 20.88421 23.56308 0.1 0.0 -0.2
H -11.48257 19.20247 23.04438 0.1 0.1 -0.1
H -12.78296 19.53721 24.24347 0.5 -0.2 0.3
C -22.57432 7.73557 23.19004 -0.6 0.9 0.9
C -22.21813 8.90002 22.28371 -0.7 0.4 -0.3
N -23.13538 10.13396 22.47786 0.2 2.5 0.5
C -22.99013 11.06573 21.27838 0.1 -1.7 -0.8
C -24.62313 9.86680 22.60594 -0.1 -0.8 1.0
C -25.52999 11.08626 22.69217 0.4 0.5 -0.9
C -22.71859 10.95911 23.73437 1.4 -0.7 0.0
C -21.20629 11.22379 23.93708 0.2 -0.2 -0.5
O -20.66715 11.82058 22.76853 0.2 -0.6 -0.4
C -19.33196 12.28710 22.90206 0.2 0.7 1.0
H -22.73716 8.08293 24.21429 0.2 0.0 0.1
H -21.82316 6.95383 23.26019 0.0 0.0 -0.4
H -23.54852 7.35724 22.88373 0.2 -0.5 -0.1
H -22.35035 8.56509 21.25445 -0.1 0.3 -0.1
H -21.23722 9.36162 22.36804 0.2 -0.5 0.1
H -23.56490 10.60180 20.47404 -0.1 0.0 0.0
H -21.95142 11.01750 20.96620 0.0 0.5 0.2
H -23.39269 12.06293 21.41532 0.3 0.0 0.5
H -24.79986 9.31564 23.53059 0.4 -0.4 -0.2
H -24.83198 9.23582 21.74285 -0.4 0.0 0.1
H -25.61113 11.48471 21.68036 -0.5 0.3 0.2
H -25.18124 11.88261 23.34761 0.2 -0.1 0.0
H -26.51812 10.84296 23.07641 0.0 -0.4 -0.2
H -23.03409 10.32882 24.56288 -0.3 0.5 0.3
H -23.16618 11.94574 23.69646 -0.6 -0.3 -0.1
H -20.68997 10.30390 24.23375 0.2 -0.1 -0.4
H -21.00395 11.89940 24.77468 -0.7 0.1 0.2
H -18.94435 12.66656 21.96051 -0.3 -0.2 -0.1
H -18.61247 11.58520 23.33416 -0.3 -0.6 -0.3
H -19.31758 13.11522 23.61901 -0.1 0.2 -0.1
C -13.59023 11.12279 21.94568 0.1 -0.8 -0.3
C -12.85651 11.34615 23.24841 0.7 1.0 -0.5
N -12.96749 12.78472 23.80146 -0.3 -0.5 0.7
C -11.99294 12.86219 24.93564 -0.1 1.0 0.3
C -12.64798 13.88003 22.81504 0.6 0.4 0.5
C -11.21420 13.89679 22.30605 -0.2 -0.1 -1.2
C -14.38024 13.05125 24.32565 -0.1 -0.8 -0.4
C -15.03808 11.83926 25.02187 0.0 0.5 -0.3
O -16.07643 12.34286 25.80790 -0.1 1.1 0.2
C -17.09962 11.42652 26.14001 0.8 -1.4 0.0
H -13.22541 11.72043 21.11001 -0.1 0.4 0.3
H -14.67603 11.17600 21.99504 0.0 0.2 0.1
H -13.34227 10.10549 21.62911 -0.1 -0.1 0.2
H -11.78659 11.20238 23.09553 0.0 0.1 -0.1
H -13.09856 10.65204 24.04842 -0.4 0.2 0.0
H -12.33347 12.20794 25.73291 0.5 -0.3 -0.1
H -11.97122 13.87075 25.35501 -0.5 0.1 -0.1
H -10.97423 12.75082 24.57350 -0.1 -0.8 0.1
H -12.75485 14.80882 23.38012 -0.3 -0.1 0.2
H -13.40622 13.94533 22.04030 0.1 -0.6 -0.1
H -10.49354 14.36634 22.97045 -0.1 -0.2 0.1
H -11.25269 14.49287 21.39092 0.1 0.3 0.2
H -10.82237 12.95810 21.90943 -0.1 -0.2 0.5
H -14.95282 13.25177 23.42136 -0.2 0.5 0.2
H -14.35612 13.88961 25.01848 0.1 0.1 -0.2
H -14.29235 11.29160 25.60342 -0.2 -0.3 0.2
H -15.45875 11.22643 24.21870 0.1 -0.5 0.2
H -16.72686 10.69496 26.86442 0.0 0.0 0.1
H -17.33824 10.85170 25.23855 -0.4 0.1 0.0
H -17.97898 11.86813 26.59987 0.2 0.6 -0.3
C -10.26864 18.23475 18.43693 0.3 0.0 0.2
C -11.18552 17.45089 17.49336 0.2 -0.1 -0.5
N -11.61936 16.06755 18.00723 0.3 -0.4 0.8
C -12.30481 16.25460 19.33609 0.0 0.4 0.3
C -12.65490 15.48313 17.06484 -0.4 -0.5 -0.5
C -13.06526 13.99018 17.21739 0.7 -0.3 1.3
C -10.40858 15.15073 18.20805 0.0 0.3 0.1
C -9.55893 14.86144 16.96250 -0.5 -0.3 0.8
O -8.76716 15.97742 16.70016 0.1 0.1 -0.2
C -8.21388 16.01930 15.38965 -0.3 1.0 -0.7
H -9.28346 17.79480 18.60109 -0.2 -0.5 -0.1
H -10.68309 18.44974 19.42227 -0.3 0.0 -0.1
H -9.97477 19.20303 18.02900 -0.5 0.0 -0.4
H -10.68194 17.24555 16.55039 0.2 0.0 0.1
H -12.09845 17.97167 17.20140 -0.2 0.1 0.5
H -12.86542 15.37539 19.64428 0.4 -0.2 -0.2
H -13.04784 17.05197 19.30032 0.1 0.0 -0.6
H -11.58300 16.56783 20.08772 0.2 -0.4 -0.1
H -12.29843 15.65133 16.04993 0.0 0.2 0.0
H -13.51382 16.11633 17.29212 -0.1 -0.1 -0.5
H -13.90959 13.64567 16.62073 -0.1 0.8 -0.3
H -13.37407 13.77718 18.24305 -0.1 0.2 0.0
H -12.31140 13.21984 17.03397 0.5 0.5 -0.3
H -10.80377 14.25071 18.67757 0.0 -0.1 -0.3
H -9.76861 15.63046 18.94792 -0.1 0.1 0.0
H -10.22520 14.52032 16.16118 0.2 0.3 -0.4
H -8.90585 14.01457 17.19938 -0.1 -0.2 0.1
H -7.42838 16.77222 15.34481 0.4 -0.4 0.5
H -8.93582 16.47580 14.70143 -0.4 -0.5 -0.1
H -7.87991 15.05745 15.00465 0.1 -0.1 0.2
C -16.29373 18.67961 13.40440 1.1 -0.6 0.0
C -17.06383 17.42191 13.81616 -0.3 0.3 -1.0
N -16.29557 16.11957 13.65370 0.5 0.2 2.0
C -15.18042 16.14969 14.69979 -0.2 1.0 -1.7
C -17.22800 14.99036 14.13421 0.3 0.5 -0.2
C -17.53056 14.97409 15.63004 0.0 -0.8 0.8
C -15.61956 15.85860 12.28445 -2.2 -0.9 0.8
C -16.63600 15.86570 11.12051 -0.2 1.9 -0.2
O -17.75126 15.04078 11.28166 -0.5 -0.4 0.0
C -17.65145 13.76186 10.67914 0.9 -0.7 0.6
H -15.90018 18.52291 12.39910 -0.4 0.5 -0.3
H -15.41494 18.88073 14.02241 -0.3 -0.4 0.1
H -16.84753 19.60956 13.50351 -0.5 -0.3 -0.3
H -17.91327 17.25298 13.15171 -0.2 0.3 0.0
H -17.41365 17.44560 14.84656 0.2 0.1 0.0
H -14.72422 15.16398 14.69845 0.1 0.0 0.4
H -15.59725 16.59386 15.60015 0.1 -1.3 -0.4
H -14.49982 16.92616 14.34979 0.3 -0.3 0.0
H -16.66402 14.09223 13.88411 -0.4 -0.2 -0.2
H -18.13521 15.11013 13.54909 0.1 -0.4 -0.1
H -16.66782 14.76862 16.26927 0.3 0.5 -0.2
H -18.10799 14.08663 15.91075 -0.5 -0.1 -0.8
H -18.06145 15.81836 16.06726 0.3 0.1 -0.4
H -15.30816 14.82624 12.44334 0.8 0.1 -0.3
H -14.82647 16.59623 12.23728 0.1 -0.2 -0.4
H -16.15877 15.81900 10.13679 0.4 -0.8 0.2
H -17.07869 16.86118 11.00619 0.1 0.2 0.5
H -18.54601 13.14709 10.76512 -0.5 0.8 -0.1
H -16.94435 13.17075 11.27795 0.5 0.0 -0.5
H -17.34043 13.84362 9.63830 0.0 -0.1 0.0
O -15.03026 17.38401 18.06172 -0.6 0.0 0.5
C -15.73722 17.84869 16.97577 -0.8 2.5 -2.2
O -15.16275 18.53204 16.10174 0.6 -0.6 1.8
O -16.95383 17.51503 16.92899 0.3 -0.2 1.1
H -15.81940 17.03464 18.51863 0.7 -0.4 0.5
P -16.19761 14.62676 20.38172 -0.3 -1.3 0.5
F -14.79044 15.18754 20.92869 0.1 1.0 0.6
F -16.67471 16.10086 19.93891 -0.2 0.0 0.1
F -15.46700 14.40550 18.95919 -0.3 -0.3 0.2
F -17.53187 13.92152 19.79091 -0.1 0.4 -0.1
F -15.72648 13.18649 20.98653 0.2 -0.5 -0.7
F -16.96778 14.83223 21.81182 0.3 0.5 -0.3